[1]
{"formula": "C24H59NO8P", "method": "the ωB97M-V functional and the def2-TZVPD basis", "species": ["O", "C", "O", "C", "C", "C", "C", "N", "C", "C", "C", "C", "P", "O", "H", "H", "H", "H", "H", "H", "H", "H", "H", "H", "H", "H", "H", "H", "H", "H", "H", "H", "H", "C", "C", "C", "O", "H", "H", "H", "H", "H", "H", "H", "H", "C", "C", "C", "O", "H", "H", "H", "H", "H", "H", "H", "H", "C", "C", "C", "O", "H", "H", "H", "H", "H", "H", "H", "H", "C", "C", "C", "O", "H", "H", "H", "H", "H", "H", "H", "H", "C", "C", "C", "O", "H", "H", "H", "H", "H", "H", "H", "H"], "positions_angstrom": [[9.640, -2.265, 0.219], [9.571, -1.109, 0.482], [9.987, -0.129, -0.338], [9.363, 1.146, -0.135], [8.091, 1.257, -0.988], [6.781, 1.371, -0.191], [6.234, -0.030, 0.050], [4.903, -0.108, 0.749], [3.818, 0.819, 0.187], [2.673, -0.094, -0.274], [3.373, -1.428, -0.516], [4.282, -1.498, 0.703], [5.297, -3.035, 0.801], [4.467, -4.182, 0.405], [9.248, -0.729, 1.473], [9.148, 1.270, 0.933], [10.098, 1.895, -0.412], [8.057, 0.356, -1.605], [8.180, 2.094, -1.679], [6.975, 1.858, 0.771], [6.067, 1.994, -0.726], [6.926, -0.573, 0.696], [6.143, -0.586, -0.882], [5.069, 0.158, 1.717], [3.498, 1.489, 0.983], [4.211, 1.420, -0.624], [1.938, -0.223, 0.517], [2.212, 0.310, -1.171], [3.956, -1.379, -1.441], [2.709, -2.286, -0.515], [3.633, -1.534, 1.586], [6.449, -2.793, 0.035], [5.761, -3.014, 2.128], [1.935, 3.072, -3.582], [2.173, 3.492, -2.143], [1.759, 4.926, -1.887], [3.552, 3.285, -1.780], [2.521, 3.699, -4.260], [2.229, 2.034, -3.741], [0.883, 3.180, -3.846], [1.612, 2.834, -1.475], [2.337, 5.613, -2.511], [1.926, 5.195, -0.844], [0.700, 5.056, -2.111], [4.088, 3.855, -2.343], [-0.353, -3.337, 1.435], [-0.604, -2.221, 0.435], [-2.008, -2.270, -0.133], [0.373, -2.263, -0.618], [-0.472, -4.310, 0.950], [0.661, -3.285, 1.835], [-1.058, -3.286, 2.264], [-0.439, -1.255, 0.920], [-2.180, -3.212, -0.658], [-2.165, -1.456, -0.841], [-2.759, -2.197, 0.653], [0.250, -3.098, -1.085], [-2.185, 4.780, 1.456], [-1.808, 5.248, 0.060], [-2.899, 6.094, -0.572], [-1.482, 4.134, -0.777], [-3.087, 4.163, 1.416], [-1.383, 4.184, 1.891], [-2.386, 5.627, 2.113], [-0.883, 5.827, 0.110], [-3.820, 5.513, -0.668], [-2.602, 6.424, -1.567], [-3.117, 6.973, 0.036], [-2.271, 3.585, -0.859], [-7.058, -2.638, -0.606], [-5.834, -3.060, -1.397], [-6.205, -3.830, -2.653], [-4.939, -3.824, -0.581], [-7.628, -3.512, -0.282], [-6.770, -2.082, 0.286], [-7.723, -2.012, -1.202], [-5.254, -2.176, -1.675], [-6.748, -4.742, -2.388], [-5.312, -4.117, -3.209], [-6.845, -3.235, -3.305], [-5.406, -4.621, -0.305], [-8.358, -3.257, 3.393], [-8.910, -2.035, 2.676], [-9.877, -1.251, 3.548], [-9.524, -2.407, 1.443], [-9.171, -3.939, 3.656], [-7.659, -3.793, 2.750], [-7.841, -2.976, 4.312], [-8.082, -1.386, 2.381], [-10.733, -1.876, 3.817], [-10.249, -0.377, 3.014], [-9.397, -0.920, 4.470], [-10.273, -2.979, 1.645]], "forces_ev_per_a": [[-0.2, -0.2, -0.1], [0.5, 0.2, 0.3], [-0.2, -0.1, -0.1], [0.0, 0.0, 0.0], [0.1, 0.0, 0.1], [0.0, -0.1, 0.1], [0.1, 0.0, 0.1], [0.1, 0.2, 0.0], [-0.5, 0.0, 0.1], [0.5, -0.1, 0.0], [0.1, 0.1, 0.2], [-0.1, 0.2, 0.1], [0.0, 0.0, -0.1], [0.0, 0.0, 0.0], [-0.2, 0.0, -0.1], [0.0, 0.1, 0.0], [0.1, 0.0, 0.0], [0.0, 0.1, -0.1], [0.0, 0.1, 0.1], [-0.1, 0.1, 0.0], [0.0, -0.1, -0.1], [0.0, -0.1, -0.1], [-0.1, 0.1, -0.1], [0.0, 0.0, 0.0], [0.2, 0.1, 0.0], [0.1, -0.1, 0.0], [-0.2, 0.1, -0.1], [-0.2, 0.0, 0.1], [0.0, -0.2, 0.0], [-0.1, 0.1, -0.2], [0.0, -0.1, 0.0], [0.0, 0.0, 0.0], [0.1, 0.0, 0.0], [0.1, 0.0, 0.0], [-0.1, 0.0, -0.1], [0.0, 0.1, 0.1], [0.1, -0.1, 0.0], [0.0, 0.0, 0.0], [0.0, 0.0, 0.0], [0.0, 0.0, 0.0], [0.0, 0.0, 0.0], [0.0, 0.0, 0.0], [0.0, 0.0, 0.0], [0.0, 0.0, 0.0], [0.0, 0.0, 0.0], [0.1, 0.0, 0.0], [-0.1, -0.1, 0.0], [0.0, 0.0, -0.1], [0.0, 0.0, 0.1], [0.0, 0.0, 0.0], [0.0, 0.0, 0.0], [0.0, 0.0, 0.0], [0.0, 0.0, 0.0], [0.0, 0.0, 0.0], [0.0, 0.0, 0.0], [0.0, 0.0, 0.0], [0.0, 0.0, 0.0], [0.0, -0.1, 0.0], [-0.1, 0.0, 0.0], [0.0, 0.0, -0.1], [0.1, -0.1, 0.0], [0.0, 0.0, 0.0], [0.0, 0.0, 0.0], [0.0, 0.0, 0.0], [0.0, 0.0, 0.0], [0.0, 0.0, 0.0], [0.0, 0.0, 0.0], [0.0, 0.0, 0.0], [0.0, 0.0, 0.0], [0.1, 0.0, 0.0], [-0.1, 0.0, 0.0], [0.1, 0.0, 0.0], [0.0, 0.0, 0.0], [0.0, 0.0, 0.0], [0.0, 0.0, 0.0], [0.0, 0.0, 0.0], [0.0, 0.0, 0.0], [0.0, 0.0, 0.0], [0.0, 0.0, 0.0], [0.0, 0.0, 0.0], [0.0, 0.0, 0.0], [0.0, 0.0, -0.1], [0.0, 0.0, 0.1], [0.0, 0.0, 0.0], [0.0, 0.0, 0.0], [0.0, 0.0, 0.0], [0.0, 0.0, 0.0], [0.0, 0.0, 0.0], [0.0, 0.0, 0.0], [0.0, 0.0, 0.0], [0.0, 0.0, 0.0], [0.0, 0.0, 0.0], [0.0, 0.0, 0.0]], "lowdin_charge": [0.11, -0.38, -0.02, -0.16, -0.14, -0.15, -0.14, -0.06, -0.07, -0.13, -0.16, -0.35, 0.73, -0.38, 0.15, 0.12, 0.13, 0.13, 0.12, 0.13, 0.10, 0.11, 0.14, 0.18, 0.14, 0.09, 0.11, 0.12, 0.13, 0.10, 0.14, 0.02, 0.03, -0.05, -0.49, -0.05, -0.08, 0.09, 0.08, 0.09, 0.13, 0.09, 0.08, 0.07, 0.09, -0.05, -0.49, -0.06, -0.08, 0.09, 0.07, 0.08, 0.13, 0.08, 0.08, 0.08, 0.10, -0.06, -0.51, -0.06, -0.07, 0.08, 0.08, 0.08, 0.13, 0.08, 0.08, 0.08, 0.09, -0.07, -0.50, -0.06, -0.07, 0.08, 0.07, 0.09, 0.13, 0.08, 0.08, 0.08, 0.09, -0.06, -0.51, -0.06, -0.06, 0.08, 0.07, 0.08, 0.13, 0.08, 0.08, 0.08, 0.09], "total_charge": 1, "multiplicity": 1}

[2]
{"formula": "C24H60Br2N4O4", "method": "the ωB97M-V functional and the def2-TZVPD basis", "species": ["C", "C", "C", "C", "C", "C", "N", "O", "C", "C", "C", "H", "H", "H", "H", "H", "H", "H", "H", "H", "H", "H", "H", "H", "H", "H", "H", "H", "H", "C", "N", "C", "C", "C", "C", "O", "H", "H", "H", "H", "H", "H", "H", "H", "H", "H", "H", "H", "H", "H", "C", "N", "C", "C", "C", "C", "O", "H", "H", "H", "H", "H", "H", "H", "H", "H", "H", "H", "H", "H", "H", "C", "N", "C", "C", "C", "C", "O", "H", "H", "H", "H", "H", "H", "H", "H", "H", "H", "H", "H", "H", "H", "Br", "Br"], "positions_angstrom": [[3.820, 6.194, 2.625], [3.567, 4.745, 2.410], [4.946, 4.080, 2.371], [4.822, 2.568, 2.490], [4.259, 2.199, 3.847], [2.751, 2.777, 4.110], [2.776, 4.213, 3.666], [1.726, 4.951, 4.140], [2.272, 2.601, 5.538], [1.652, 2.052, 3.202], [2.887, 4.470, 1.050], [4.234, 6.594, 1.699], [4.489, 6.355, 3.470], [2.855, 6.700, 2.665], [5.554, 4.323, 3.243], [5.495, 4.359, 1.472], [5.849, 2.208, 2.434], [4.432, 2.009, 1.641], [4.781, 2.689, 4.668], [4.273, 1.125, 4.035], [1.223, 2.896, 5.525], [2.825, 3.258, 6.209], [2.430, 1.611, 5.966], [1.352, 1.096, 3.632], [2.016, 2.017, 2.175], [0.777, 2.701, 3.214], [3.533, 4.705, 0.204], [1.931, 4.946, 0.830], [2.791, 3.395, 0.901], [-3.556, -6.289, -1.287], [-4.279, -4.859, -1.098], [-4.413, -4.468, 0.404], [-3.420, -3.817, -1.737], [-5.684, -4.894, -1.819], [-6.531, -6.068, -1.119], [-7.802, -5.965, -1.658], [-3.350, -6.371, -2.354], [-4.181, -7.060, -0.836], [-2.545, -6.399, -0.894], [-4.962, -3.550, 0.616], [-3.390, -4.470, 0.779], [-4.876, -5.269, 0.980], [-2.454, -3.719, -1.240], [-3.853, -2.823, -1.626], [-3.168, -4.098, -2.759], [-5.441, -5.163, -2.847], [-6.148, -3.922, -1.649], [-6.587, -6.045, -0.030], [-6.134, -7.010, -1.497], [-8.219, -5.251, -1.171], [-3.399, 1.639, -3.251], [-2.279, 2.149, -2.391], [-1.416, 0.951, -1.840], [-1.369, 3.051, -3.289], [-2.886, 2.956, -1.185], [-1.891, 3.665, -0.237], [-1.523, 4.901, -0.769], [-4.112, 0.996, -2.735], [-2.939, 1.149, -4.109], [-3.895, 2.538, -3.619], [-0.950, 0.319, -2.597], [-2.116, 0.350, -1.261], [-0.643, 1.354, -1.186], [-1.892, 3.916, -3.698], [-1.093, 2.413, -4.129], [-0.554, 3.454, -2.687], [-3.379, 2.167, -0.617], [-3.527, 3.689, -1.674], [-1.016, 3.073, 0.030], [-2.369, 3.863, 0.723], [-1.099, 5.406, -0.071], [2.213, -2.455, -2.686], [1.582, -2.631, -1.291], [0.537, -1.511, -0.990], [0.886, -3.988, -1.333], [2.590, -2.592, -0.074], [3.709, -1.471, -0.142], [3.169, -0.255, 0.387], [2.843, -3.316, -2.910], [2.687, -1.486, -2.526], [1.394, -2.466, -3.405], [0.042, -1.326, -1.944], [1.062, -0.599, -0.708], [-0.041, -1.930, -0.166], [0.115, -3.955, -2.103], [0.525, -4.256, -0.340], [1.587, -4.758, -1.655], [3.065, -3.520, -0.393], [2.003, -2.723, 0.835], [4.101, -1.452, -1.159], [4.403, -1.745, 0.652], [2.938, 0.358, -0.315], [2.211, 2.053, -1.728], [5.396, -4.301, -2.000]], "forces_ev_per_a": [[-1.1, 1.0, -0.4], [1.5, 0.6, -0.2], [-0.5, -1.7, 0.6], [1.3, -0.5, -0.1], [-2.0, 0.8, 0.5], [1.6, -1.8, -0.9], [-7.4, 2.7, 1.2], [7.0, -4.0, -2.9], [0.1, 1.2, 0.3], [0.6, 1.5, -0.3], [-0.7, -1.3, 0.1], [0.5, -0.2, 0.1], [-0.3, 0.4, -0.1], [0.1, 0.4, 0.7], [0.0, 0.7, 0.0], [-0.3, 0.2, 0.0], [0.2, -0.2, 0.4], [-0.8, 0.3, 0.0], [0.6, -0.1, -0.1], [-0.3, 0.1, 0.0], [0.0, -0.2, 0.6], [-0.1, 0.3, 0.0], [-0.1, -0.2, -0.7], [0.6, 0.0, -0.1], [-0.1, -0.6, 0.1], [-0.1, 0.0, 0.0], [0.5, 0.5, 0.4], [0.0, 0.1, 0.5], [-0.4, 0.0, 0.0], [-0.5, 1.3, 0.0], [0.4, -0.3, 0.6], [0.7, -1.5, -0.4], [0.7, 0.1, 0.1], [1.3, -1.9, 2.5], [0.6, 0.8, -1.8], [-0.7, 0.2, 0.0], [-0.8, -0.3, -0.1], [0.0, 0.2, -0.4], [-0.2, 0.9, 0.8], [0.2, 0.1, -0.7], [0.0, 0.5, 0.0], [-0.2, -0.1, -0.4], [0.0, -0.5, 0.4], [-0.5, -0.2, -0.4], [-0.5, 0.2, -0.1], [-0.5, 0.3, 0.0], [0.1, 0.0, -0.3], [0.5, 0.1, 0.0], [0.0, 0.0, 0.4], [-0.7, 0.0, -0.2], [0.5, 0.8, -0.2], [1.5, 0.0, 0.4], [-1.1, 1.2, 0.2], [-0.6, -0.5, 0.5], [1.4, -0.7, -0.4], [-0.3, -0.2, 0.0], [0.2, 0.3, -0.7], [0.3, 0.1, 0.2], [-0.2, -0.2, 0.1], [-0.3, -0.2, 0.0], [-0.3, 0.7, -0.4], [0.0, 0.0, 0.0], [0.1, 0.1, -0.3], [-0.6, -0.2, 0.3], [0.5, 0.1, 0.3], [0.2, -0.6, -0.1], [-0.5, 0.3, -0.1], [-0.2, -0.1, 0.4], [0.2, -0.4, -0.4], [-0.7, -0.4, 0.0], [0.1, 0.2, -0.1], [-0.6, 0.4, 1.7], [-1.4, 0.4, 0.5], [1.5, -1.4, -0.9], [0.6, 0.6, 0.1], [1.1, -1.0, -2.8], [-2.5, -0.6, 1.6], [0.2, -0.2, 0.0], [0.7, 0.3, 0.4], [0.3, -0.2, -1.2], [-0.1, 0.5, 0.1], [-0.5, -0.2, 0.3], [0.1, -0.1, 0.1], [-0.4, 0.4, -0.2], [-0.2, 0.2, 0.2], [-0.2, 0.2, -0.1], [0.4, 0.2, 0.1], [0.9, -0.3, 1.0], [0.1, 0.4, -0.1], [0.5, 0.2, 0.4], [0.5, -0.5, -0.8], [-0.1, 0.7, -0.6], [-0.5, -0.1, 0.2], [-0.8, 0.3, 0.2]], "lowdin_charge": [-0.03, -0.43, -0.13, -0.18, -0.08, -0.40, 0.14, 0.15, -0.03, 0.03, -0.02, 0.11, 0.11, 0.09, 0.13, 0.15, 0.13, 0.11, 0.12, 0.13, 0.09, 0.10, 0.11, 0.10, 0.06, 0.08, 0.11, 0.09, 0.01, 0.07, -0.31, 0.02, -0.04, -0.02, -0.24, -0.02, 0.11, 0.10, 0.10, 0.11, 0.10, 0.09, 0.08, 0.11, 0.11, 0.14, 0.13, 0.12, 0.12, 0.10, -0.01, -0.31, -0.02, 0.03, -0.05, -0.24, -0.04, 0.10, 0.11, 0.11, 0.08, 0.09, 0.03, 0.11, 0.11, 0.07, 0.13, 0.14, 0.11, 0.13, 0.10, 0.01, -0.33, 0.00, -0.02, -0.07, -0.19, -0.17, 0.03, 0.09, 0.10, 0.07, 0.05, 0.10, 0.09, 0.10, 0.11, 0.05, 0.13, 0.09, 0.13, -0.14, -0.23, -0.58], "total_charge": 2, "multiplicity": 1}

Number 1: DFT total energy -52997.352 eV. Number 2: DFT total energy -180074.244 eV.